A) 15 unconnected molecules or ions with the total composition H29O15, computed with wB97M-V/def2-TZVPD.

As for the HOMO-LUMO gap: 9.59 eV. As for the molecular weight: 269.217 g mol⁻¹.

The geometry in ORCA input format:
```
! wB97M-V def2-TZVPD RIJCOSX def2/J DEFGRID3
* xyz -1 1
O 0.47 -2.55 -3.30
H -0.30 -3.07 -3.21
H 4.59 -1.65 -1.38
O -1.94 1.29 1.81
H -1.40 0.65 1.04
H 1.51 -0.36 -0.19
O 4.66 -2.52 -1.78
H 0.01 0.96 -1.23
H 0.75 -2.70 1.21
O -2.07 -0.60 -3.12
H 0.24 4.06 -1.36
H -1.59 -0.27 -3.89
O -4.72 1.84 1.46
H -3.86 1.47 1.07
H -1.13 -0.11 -0.62
O 1.09 0.69 2.44
H -2.85 0.83 4.81
H 1.46 0.52 1.62
O 0.15 1.35 -2.16
H -4.53 2.04 2.35
H -1.91 2.25 1.67
O 2.39 1.25 5.07
H 2.95 1.37 4.27
H 0.04 -1.65 -3.18
O -0.56 4.04 -1.18
H -0.87 4.97 -0.94
H 4.43 -2.22 -2.75
O -3.11 1.23 4.07
H -1.66 -0.37 -2.38
O -1.73 -3.59 -2.35
H -1.98 -3.94 -1.41
H -2.55 1.02 3.33
O 3.98 0.14 -2.05
H 3.17 0.07 -1.54
H 4.84 0.23 -1.47
O -0.53 0.14 0.15
H -0.72 1.94 -2.15
H 1.76 0.61 4.72
O -0.10 -3.11 0.98
H 0.25 0.93 2.19
H -2.57 -3.32 -2.73
O 2.21 -0.40 0.47
H -0.52 -2.27 0.67
H 2.27 -1.20 0.95
*
```

---

B) 15 unconnected molecules or ions with the total composition H29O15, computed with wB97M-V/def2-TZVPD.

As for the HOMO-LUMO gap: 8.83 eV. As for the molecular weight: 269.217 g mol⁻¹.

The geometry in ORCA input format:
```
! wB97M-V def2-TZVPD RIJCOSX def2/J DEFGRID3
* xyz -1 1
O -0.86 1.94 -2.48
H 0.13 2.13 -2.73
H -1.10 3.14 1.57
O -0.43 1.58 1.32
H -1.39 1.56 1.67
H -0.63 1.06 0.55
O -0.64 3.76 2.12
H -3.33 -0.18 -2.29
H -0.19 -0.96 -1.83
O 1.11 -1.39 3.53
H -3.31 -2.70 -0.47
H 1.19 -0.55 4.16
O -5.01 0.67 -0.72
H -4.95 1.00 0.17
H -0.76 -2.75 1.57
O 4.09 1.64 -1.81
H 2.68 -3.63 -2.04
H 4.78 1.11 -1.50
O -3.13 -1.05 -1.94
H -4.49 -0.17 -0.70
H -2.15 -0.68 -1.75
O -0.19 -1.14 0.94
H 0.52 -0.42 1.19
H -0.79 1.02 -2.01
O -4.03 -3.23 -0.11
H -4.62 -3.18 -0.88
H 0.14 3.33 2.55
O 2.01 -3.75 -1.36
H 1.00 -0.73 2.83
O 2.50 2.73 2.59
H 3.06 2.10 3.01
H 2.37 -4.51 -0.94
O 2.75 -2.03 1.28
H 2.01 -2.23 0.77
H 2.79 -2.22 2.24
O -0.73 -3.75 1.68
H -0.25 -4.06 0.92
H -0.56 -0.63 0.14
O -0.81 -0.36 -1.43
H 4.17 2.33 -2.46
H 2.61 2.74 1.61
O 1.75 4.05 -2.80
H 1.53 3.66 -3.63
H 1.16 4.76 -2.56
*
```

---

Verdict on stability: A) comes out on top.